(1)
The following is a DFT calculation (ωB97M-V/def2-TZVPD) of a cluster of 10 separate species, C39H64N10O13 in total in a non-equilibrium geometry.

Values from the calculation:
**Max |F|**: 3.840 eV/Å
**Lowest unoccupied orbital energy**: -0.0586 Eh
**Relative energy (zero: lowest compared OMol25 entry of this formula, charge and spin)**: 7.0297 eV
**Charge**: 0
**HOMO**: -8.463 eV
**HOMO-LUMO gap**: 6.9 eV

Last column: Mulliken charge in e.
Atoms and positions in Å:
C1 2.5711 2.5594 -3.4672  0.1350
O1 2.7630 1.9442 -2.3917  -0.3814
N1 3.5455 3.3380 -3.9687  0.2155
C2 3.3937 3.9884 -5.2573  -0.8366
C3 4.8527 3.6257 -3.3458  -0.8269
H1 1.6133 2.5839 -4.0097  0.1110
H2 4.2459 3.7819 -5.9048  0.3432
H3 3.5158 5.0534 -5.0603  0.3676
H4 2.4425 3.8065 -5.7576  0.1073
H5 5.7359 3.4724 -3.9660  0.3624
H6 4.8136 4.6119 -2.8831  0.3605
H7 5.0288 2.9718 -2.4917  0.0889
C4 0.9476 4.1394 1.0308  0.6282
O2 1.1539 4.7065 2.0698  -0.6565
N2 0.2938 4.7939 0.0362  0.1061
C5 -0.0498 6.1945 0.0332  -1.0389
C6 0.2592 4.0658 -1.2413  0.1851
H8 1.2087 3.1057 0.7559  -0.0953
H9 -0.2313 6.4947 1.0652  0.3344
H10 -0.8984 6.3302 -0.6373  0.2432
H11 0.8341 6.5792 -0.4755  0.3853
H12 -0.6797 4.2278 -1.7708  -0.3142
H13 0.9772 4.6884 -1.7751  0.5354
H14 0.5255 3.0088 -1.2389  -0.4323
C7 -2.4901 -6.2317 0.2774  0.0192
O3 -2.1013 -6.0005 1.4104  -0.5447
N3 -1.9534 -5.4800 -0.7633  0.2742
C8 -1.2884 -4.1880 -0.6836  -0.7784
C9 -2.2835 -5.8685 -2.0995  -1.0582
H15 -3.1826 -7.0141 -0.0698  0.3184
H16 -0.6202 -4.1078 0.1738  0.1825
H17 -2.0703 -3.5112 -0.3391  0.2265
H18 -0.6493 -3.9255 -1.5267  0.3093
H19 -3.0100 -5.1591 -2.4957  0.3576
H20 -1.3903 -5.9389 -2.7203  0.2944
H21 -2.7357 -6.8457 -2.2690  0.3613
C10 -2.3368 3.9381 4.7967  0.2714
O4 -2.5185 5.1004 5.2574  -0.6581
N4 -3.0989 2.8096 5.0378  0.1496
C11 -2.9442 1.5224 4.3166  -0.4259
C12 -4.0354 2.6738 6.1614  -1.0523
H22 -1.4995 3.6820 4.1292  0.2623
H23 -3.8704 1.1904 3.8476  0.2198
H24 -2.4968 0.7895 4.9879  0.3729
H25 -2.1812 1.6636 3.5511  -0.1559
H26 -3.9540 1.8177 6.8312  0.2905
H27 -4.0393 3.6195 6.7034  0.3742
H28 -5.0320 2.6971 5.7206  0.3385
C13 4.2306 -0.8941 1.1889  0.1747
O5 3.7050 -1.5720 2.0729  -0.6138
N5 4.1165 0.4416 1.1034  0.3320
C14 4.6999 1.2640 0.0388  -0.7738
C15 3.5894 1.2219 2.2299  -0.8230
H29 4.6579 -1.3272 0.2712  0.2646
H30 5.0273 0.6015 -0.7624  0.2310
H31 5.5360 1.7867 0.5034  0.3721
H32 3.9224 1.8843 -0.4069  0.1078
H33 3.0487 0.7362 3.0422  0.2701
H34 4.3789 1.7803 2.7328  0.3678
H35 2.7808 1.8434 1.8452  0.1293
C16 -1.0670 0.9486 0.2634  -0.0410
O6 -1.5352 0.8596 1.4079  -0.5580
N6 -0.2548 0.0048 -0.2011  1.1227
C17 -0.0207 -0.0658 -1.6231  0.8090
C18 0.5365 -0.9544 0.5133  -0.3792
H36 -1.2572 1.7521 -0.4649  0.0091
H37 -0.2910 0.8095 -2.2138  -0.9177
H38 -0.4389 -0.9501 -2.1039  0.3360
H39 1.0433 0.0054 -1.8492  -0.4362
H40 1.6029 -0.9199 0.2906  0.0208
H41 0.6712 -0.7596 1.5773  0.3635
H42 0.1535 -1.9695 0.4086  -0.3618
C19 4.6081 -3.4992 -2.4477  0.1781
O7 3.9490 -4.0899 -1.6416  -0.5340
N7 4.0202 -2.5111 -3.2321  0.1596
C20 4.8559 -1.7985 -4.0737  -0.8127
C21 2.6840 -2.0984 -3.1136  -0.6976
H43 5.7019 -3.4733 -2.5701  0.2325
H44 4.4344 -1.8886 -5.0749  0.3521
H45 5.9241 -1.9964 -3.9849  0.3372
H46 4.6810 -0.7369 -3.8993  0.1247
H47 2.6976 -1.0835 -2.7163  0.1281
H48 2.0396 -2.1688 -3.9899  0.2379
H49 2.4060 -2.6460 -2.2130  0.3209
C22 2.1366 -4.4498 5.5268  -0.4270
C23 2.1978 -3.9984 4.2120  -0.7913
C24 1.0377 -3.4686 3.5499  -0.0024
C25 -0.1099 -3.2829 4.3716  0.0462
C26 -0.0311 -3.5617 5.7727  -0.5850
C27 1.0834 -4.1535 6.3070  -0.3240
N8 -1.3456 -2.7868 3.7240  1.1983
O8 -2.2058 -2.3800 4.5253  -0.6581
O9 -1.4899 -2.8813 2.5446  -0.3420
H50 2.8815 -5.1047 5.9543  0.3790
H51 3.1629 -3.9406 3.7309  0.4453
H52 1.0120 -3.0922 2.5379  0.3051
H53 -0.7999 -3.2066 6.4429  0.4448
H54 1.3071 -4.5214 7.2974  0.3272
C28 -0.2676 2.8073 -6.1208  -0.6681
C29 -0.5649 3.9579 -5.3245  -0.6617
C30 -1.2570 3.8115 -4.1709  -0.1346
C31 -1.8189 2.5471 -3.9444  -0.0361
C32 -1.5354 1.4621 -4.7045  0.0296
C33 -0.7845 1.6063 -5.8418  -0.6550
N9 -2.6779 2.3846 -2.7741  1.0710
O10 -3.1391 1.3015 -2.4437  -0.5873
O11 -2.8116 3.3741 -2.0055  -0.6010
H55 0.2171 2.7888 -7.0858  0.4062
H56 -0.0696 4.9078 -5.4615  0.4094
H57 -1.4209 4.7614 -3.6839  0.5475
H58 -2.0070 0.5587 -4.3470  0.5188
H59 -0.7297 0.7256 -6.4645  0.4685
C34 -4.6120 -0.5979 1.2881  -0.7932
C35 -5.8434 -0.6587 1.8236  -0.4343
C36 -6.3012 -1.8521 2.3430  -0.4146
C37 -5.5899 -3.1028 2.3321  -0.4899
C38 -4.2898 -3.0601 1.7435  0.3158
C39 -3.8905 -1.7906 1.2279  0.3995
N10 -6.0512 -4.3717 2.8507  0.9819
O12 -7.1617 -4.2876 3.4627  -0.6004
O13 -5.3168 -5.3572 2.7461  -0.5647
H60 -4.3809 0.2796 0.7024  0.4140
H61 -6.3544 0.2763 2.0000  0.4022
H62 -7.3260 -1.8318 2.6832  0.4248
H63 -3.7063 -3.9631 1.6414  0.3695
H64 -3.0639 -1.6902 0.5400  -0.0428

***

(2)
The following is a DFT calculation (ωB97M-V/def2-TZVPD) of the molecule CH3FN2O2 in a non-equilibrium geometry.

Values from the calculation:
**Max |F|**: 4.433 eV/Å
**Lowest unoccupied orbital energy**: 0.0172 Eh
**Relative energy (zero: lowest compared OMol25 entry of this formula, charge and spin)**: 3.0944 eV
**Charge**: 0
**HOMO**: -10.524 eV
**HOMO-LUMO gap**: 11.0 eV

Last column: natural (NBO) charge in e.
Atoms and positions in Å:
C1 0.0657 -0.0288 0.1374  -0.4323
N1 0.4507 -1.0147 1.2241  0.0609
N2 -0.6565 -1.7370 1.8088  0.6220
O1 -1.7162 -1.1811 1.5787  -0.4130
O2 -0.4436 -2.7036 2.4206  -0.3216
F1 1.4787 -1.7682 0.8968  -0.1877
H1 -0.2548 0.8360 0.6682  0.2282
H2 1.0560 0.0209 -0.4116  0.2294
H3 -0.7201 -0.4931 -0.3086  0.2141

***

(3)
The following is a DFT calculation (ωB97M-V/def2-TZVPD) of the molecule C3H6ClN in a non-equilibrium geometry.

Values from the calculation:
**Max |F|**: 3.130 eV/Å
**Lowest unoccupied orbital energy**: 0.0353 Eh
**Relative energy (zero: lowest compared OMol25 entry of this formula, charge and spin)**: 1.1223 eV
**Charge**: 0
**HOMO**: -10.109 eV
**HOMO-LUMO gap**: 11.1 eV

Last column: natural (NBO) charge in e.
Atoms and positions in Å:
C1 -0.3018 -0.8293 -0.1966  -0.2500
C2 0.8779 -0.3106 0.5267  -0.1399
C3 1.4965 0.9123 -0.0629  -0.2432
H1 -0.7605 -1.7839 -0.0473  0.2281
H2 -0.0051 -0.6883 -1.1663  0.2120
H3 1.1199 -0.4404 1.6352  0.2153
H4 1.9909 1.7298 0.4467  0.2022
H5 1.0915 1.3463 -0.9210  0.1927
H6 2.8687 -0.4634 0.2969  0.3547
N1 2.0856 -0.3263 -0.3106  -0.5744
Cl1 -1.9612 0.2323 0.0192  -0.1973

***

(4)
The following is a DFT calculation (ωB97M-V/def2-TZVPD) of a structure of composition C3H5AuLiO3 in a non-equilibrium geometry.

Values from the calculation:
**Max |F|**: 8.216 eV/Å
**Lowest unoccupied orbital energy (spin up / spin down)**: -0.3576 / -0.5083 Eh
**Relative energy (zero: lowest compared OMol25 entry of this formula, charge and spin)**: 0.0000 eV
**Charge**: +2
**HOMO (spin up / spin down)**: -15.191 / -19.317 eV
**HOMO-LUMO gap (spin up / spin down)**: 5.5 / 5.5 eV
**2S+1**: 4

Last column: natural (NBO) charge in e.
Atoms and positions in Å:
C1 -1.4706 -0.4535 -0.9951  0.0103
C2 -2.2411 -0.2428 0.0958  -0.0618
H1 -1.4509 0.2736 -1.8100  0.2531
H2 -0.9203 -1.3902 -1.1112  0.2483
H3 -2.8637 0.6528 0.1627  0.2588
H4 -2.4317 -1.0517 0.8052  0.2590
H5 -0.3376 0.3948 0.9799  0.5444
O1 2.6087 0.7236 0.0759  -0.7728
C3 1.5919 0.0464 0.4656  0.9369
O2 1.6158 -1.1584 0.6976  -0.6629
O3 0.4901 0.8099 0.5152  -0.7312
Au1 1.8156 2.4202 -0.0711  0.7363
Li1 3.5939 -1.0246 0.1894  0.9815

***

(5)
The following is a DFT calculation (ωB97M-V/def2-TZVPD) of a structure of composition C11H26LiNO11P in a non-equilibrium geometry.

Values from the calculation:
**Max |F|**: 10.757 eV/Å
**Lowest unoccupied orbital energy**: 0.0710 Eh
**Relative energy (zero: lowest compared OMol25 entry of this formula, charge and spin)**: 0.7948 eV
**Charge**: -1
**HOMO**: -1.944 eV
**HOMO-LUMO gap**: 3.9 eV

Last column: natural (NBO) charge in e.
Atoms and positions in Å:
C1 1.5549 0.2614 -5.6778  -0.4037
N1 0.7889 1.0284 -4.6538  -0.2394
C2 0.8849 2.4974 -5.0478  -0.4463
C3 -0.6451 0.5794 -4.6378  -0.4606
C4 1.3099 0.6654 -3.3248  -0.2925
C5 1.3649 1.6574 -2.1498  -0.0890
O1 1.5009 0.9144 -1.0118  -0.7923
H1 1.2449 0.3974 -6.7668  0.2127
H2 1.5379 -0.7066 -5.7658  0.2244
H3 2.6849 0.4454 -5.6438  0.2245
H4 0.3039 2.8704 -5.9278  0.2319
H5 1.8259 2.9574 -5.4298  0.2332
H6 0.4649 3.1654 -4.2448  0.2607
H7 -0.7581 -0.4336 -4.4418  0.2501
H8 -1.2231 0.6464 -5.5088  0.2106
H9 -1.3171 1.1014 -3.8358  0.3225
H10 2.4859 0.4734 -3.3188  0.2032
H11 0.9549 -0.2886 -2.9158  0.3008
H12 0.3509 2.1814 -1.8758  0.1911
H13 1.8839 2.5274 -2.3048  0.1459
H14 0.6509 0.4564 -0.6338  0.5173
Li1 -0.4761 -0.3176 1.5722  0.9061
P1 -2.0631 -0.2026 -0.4448  2.5637
O2 -2.2881 -0.2216 1.0252  -1.3576
O3 -0.4461 -0.1796 -0.2868  -1.3612
O4 -2.4001 1.0274 -1.1208  -1.2901
O5 -2.4171 -1.4146 -1.2338  -1.2789
C6 -1.7221 2.8844 2.4592  -0.3160
O6 -1.5371 2.5624 3.8292  -0.5314
C7 -0.7351 1.3754 4.0342  1.0144
O7 -0.0541 0.8384 3.1772  -0.6581
O8 -0.8551 1.0714 5.2552  -0.4780
C8 0.2299 0.1884 5.8072  -0.2806
H15 -0.8091 3.2184 1.8782  0.1801
H16 -2.2721 3.8604 2.1642  0.1884
H17 -2.1751 1.9494 2.0212  0.2749
H18 0.5799 -0.5946 5.2112  0.2188
H19 0.0419 -0.2276 6.8902  0.2027
H20 1.2189 0.7694 5.7912  0.1910
C9 2.0439 -3.4906 4.1602  -0.2402
O9 0.9999 -4.1396 3.6022  -0.5018
C10 0.0629 -3.4026 3.0042  0.9936
O10 0.3539 -2.1216 2.6952  -0.7245
O11 -1.0971 -3.9736 2.8362  -0.4688
C11 -2.0891 -3.2326 2.1302  -0.2235
H21 2.6709 -4.2836 4.6982  0.1705
H22 1.7869 -2.8336 4.9532  0.1831
H23 2.6929 -3.1936 3.2632  0.2082
H24 -2.9521 -3.7826 2.1062  0.1757
H25 -1.8021 -3.0766 1.1172  0.2449
H26 -2.3431 -2.4556 2.5212  0.1896

***

> Among the records above, which one has the highest max |F|?

C11H26LiNO11P

***

> The highest charge belongs to which entry?

C3H5AuLiO3

***

> Number 3 is which compound?

C3H6ClN